Record 1
Below is a cluster of 10 separate species, C57H143N9O19 in total at a distorted geometry, with properties calculated with ωB97M-V/def2-TZVPD.

Last column: Mulliken charge in e.
CARTESIAN COORDINATES (ANGSTROEM)
C -1.827 0.985 -8.441  -0.8381
O -0.875 0.208 -7.749  -0.2708
C 0.415 0.670 -8.053  -0.4330
C 1.379 -0.449 -7.622  -0.5751
N 1.372 -0.532 -6.138  0.3494
C 1.808 -1.819 -5.570  -0.8885
C 1.753 -1.724 -4.028  0.2985
O 0.386 -1.444 -3.647  -0.3001
C 0.023 -2.185 -2.453  -0.5180
H -2.837 0.589 -8.418  0.2844
H -1.555 1.188 -9.460  0.3646
H -1.958 2.019 -8.015  0.2691
H 0.699 1.541 -7.435  0.0643
H 0.500 0.937 -9.115  0.6313
H 2.432 -0.320 -7.954  0.1355
H 1.038 -1.445 -8.085  0.3185
H 0.463 -0.414 -5.724  -0.1789
H 2.866 -1.953 -5.840  0.2275
H 1.202 -2.718 -5.895  0.3024
H 2.212 -0.813 -3.656  -0.5531
H 2.110 -2.631 -3.473  0.5364
H 0.858 -2.070 -1.767  0.3527
H -0.035 -3.256 -2.729  0.5312
H -0.833 -1.658 -2.062  -0.4165
C 3.157 2.171 -3.928  -0.8640
O 2.611 3.030 -2.927  1.0925
C 3.265 4.322 -2.832  -0.7225
C 2.461 5.201 -1.938  0.1763
N 1.225 5.617 -2.600  -0.3536
C 0.369 6.447 -1.722  -1.2200
C -0.214 5.728 -0.516  1.2159
O -1.024 6.516 0.315  -0.5293
C -1.787 5.762 1.193  -0.4558
H 4.130 1.813 -3.721  0.3832
H 3.291 2.621 -4.900  0.4591
H 2.415 1.358 -4.067  -0.3951
H 3.350 4.742 -3.853  0.4643
H 4.338 4.248 -2.514  -0.3792
H 2.993 6.158 -1.708  0.5639
H 2.305 4.622 -0.982  -0.5352
H 0.728 4.800 -2.920  0.2203
H -0.388 6.797 -2.417  0.3952
H 0.934 7.305 -1.418  0.3900
H 0.550 5.289 0.120  -0.1018
H -0.861 4.879 -0.881  -0.3674
H -2.225 4.863 0.668  0.0869
H -2.642 6.319 1.563  0.3574
H -1.118 5.456 2.010  0.2668
C 2.530 2.253 2.888  -0.5307
O 3.857 2.595 2.521  -0.5079
C 3.892 3.402 1.387  0.6268
C 5.221 4.165 1.202  -1.3003
N 5.383 4.804 -0.112  0.2113
C 6.615 5.574 -0.282  -0.8868
C 6.478 6.232 -1.586  -0.3661
O 5.414 7.208 -1.540  -0.3510
C 5.321 7.989 -2.726  -0.7737
H 1.985 1.626 2.219  0.1216
H 1.860 3.125 3.006  0.3058
H 2.568 1.786 3.868  0.3380
H 3.066 4.136 1.411  0.0535
H 3.724 2.800 0.525  -0.0956
H 6.100 3.482 1.282  0.4188
H 5.386 4.836 2.062  0.3882
H 4.579 5.428 -0.149  0.0859
H 7.456 4.865 -0.184  0.3496
H 6.533 6.312 0.482  0.4524
H 6.112 5.604 -2.403  0.2833
H 7.416 6.771 -1.888  0.4657
H 4.569 8.746 -2.562  0.2504
H 5.006 7.387 -3.610  0.2623
H 6.238 8.486 -2.961  0.3732
C -3.571 0.169 11.002  -0.8507
O -3.193 0.210 9.645  -0.3249
C -4.227 -0.124 8.772  0.4582
C -5.203 0.899 8.345  -1.0599
N -4.717 2.096 7.664  -0.2938
C -4.202 1.732 6.306  0.3282
C -4.120 2.944 5.406  -0.6975
O -3.802 2.515 4.151  -0.0694
C -4.860 2.086 3.360  -0.2848
H -4.481 0.718 11.276  0.3021
H -2.748 0.556 11.584  0.2663
H -3.773 -0.869 11.248  0.3479
H -4.769 -0.981 9.246  0.4871
H -3.658 -0.399 7.850  -0.4303
H -5.793 1.178 9.197  0.4496
H -5.890 0.413 7.673  0.3378
H -4.143 2.626 8.258  0.3006
H -4.954 1.066 5.815  -0.1053
H -3.273 1.153 6.283  0.0030
H -3.323 3.659 5.614  0.2307
H -5.112 3.488 5.509  0.3276
H -4.439 1.693 2.479  -0.0918
H -5.507 2.927 2.986  0.3054
H -5.463 1.310 3.915  0.1176
C -0.520 0.505 5.938  -0.4720
O -0.964 -0.547 6.750  0.0654
C 0.145 -1.080 7.512  -0.6735
C -0.459 -2.242 8.243  -0.7312
N -0.998 -3.209 7.240  -0.3750
C -1.814 -4.251 7.831  -0.4650
C -2.618 -5.060 6.835  -0.6506
O -3.537 -4.182 6.054  -0.2159
C -3.930 -4.875 4.927  -0.7031
H -1.373 0.752 5.305  -0.2409
H 0.378 0.253 5.235  0.2201
H -0.195 1.390 6.548  0.3320
H 0.584 -0.333 8.205  0.3576
H 0.969 -1.377 6.897  0.4338
H -1.178 -1.872 8.938  0.2380
H 0.274 -2.823 8.755  0.5226
H -1.587 -2.662 6.621  0.1645
H -2.614 -3.742 8.515  0.1863
H -1.239 -4.982 8.339  0.4069
H -3.261 -5.793 7.404  0.3414
H -1.968 -5.622 6.097  0.3810
H -3.106 -4.929 4.123  0.1787
H -4.825 -4.412 4.579  0.2799
H -4.231 -5.936 5.048  0.4302
C -5.638 -1.271 -0.518  -0.1882
O -5.575 -0.867 -1.879  -0.5185
C -4.454 -1.473 -2.573  -0.1626
C -3.678 -0.400 -3.328  -0.7390
N -3.164 0.447 -2.280  0.1788
C -2.647 1.716 -2.742  -1.2054
C -1.416 1.504 -3.548  -0.0006
O -0.740 2.739 -3.717  -0.4530
C 0.088 2.800 -4.859  0.6040
H -5.954 -2.335 -0.320  0.1134
H -6.435 -0.613 -0.143  0.3423
H -4.660 -1.167 -0.036  0.0695
H -4.873 -2.138 -3.319  0.5013
H -3.777 -1.985 -1.874  -0.3586
H -4.369 0.077 -4.048  0.4504
H -2.836 -0.867 -3.877  0.1952
H -4.043 0.632 -1.743  0.0915
H -2.460 2.332 -1.825  -0.3837
H -3.314 2.264 -3.380  0.6549
H -1.742 1.152 -4.495  1.1339
H -0.772 0.760 -3.076  -0.0258
H 0.549 1.777 -5.090  -0.6399
H 0.992 3.284 -4.536  -0.3481
H -0.377 3.317 -5.758  0.3237
C -5.168 -5.430 -0.747  -0.7974
O -3.947 -5.413 0.015  -0.4440
C -3.755 -4.105 0.573  0.5058
C -2.272 -3.814 0.925  -0.3989
N -2.225 -2.496 1.552  1.9891
C -2.400 -2.530 2.971  0.1920
C -2.760 -1.195 3.557  0.9862
O -4.082 -0.894 3.244  -0.0087
C -5.018 -1.603 4.124  -0.9049
H -5.553 -6.470 -0.744  0.3165
H -4.995 -5.071 -1.769  0.2093
H -5.910 -4.793 -0.273  0.3592
H -4.463 -3.907 1.333  0.3120
H -3.932 -3.422 -0.283  -0.4874
H -1.658 -3.785 0.001  0.1793
H -1.913 -4.597 1.594  -0.1825
H -1.572 -1.795 1.189  -0.9844
H -1.458 -2.880 3.493  0.1883
H -3.132 -3.266 3.232  -0.7693
H -2.087 -0.506 3.069  -0.5133
H -2.539 -1.262 4.650  -0.5999
H -4.561 -1.879 5.105  0.2067
H -5.378 -2.560 3.644  0.0194
H -5.902 -0.987 4.191  0.4570
C 5.928 1.026 -8.620  -0.7389
O 6.555 0.290 -7.591  -0.3471
C 6.167 -1.088 -7.498  -0.1070
C 6.651 -1.437 -6.124  -0.9578
N 5.810 -0.863 -5.008  0.0696
C 6.411 -1.337 -3.760  -1.0877
C 5.878 -0.573 -2.521  0.0476
O 6.288 0.768 -2.599  -0.4448
C 5.792 1.411 -1.502  -0.5748
H 6.635 1.777 -8.860  0.3055
H 4.983 1.507 -8.334  0.1988
H 5.701 0.416 -9.512  0.3276
H 6.712 -1.661 -8.313  0.3095
H 5.091 -1.118 -7.604  0.0505
H 7.694 -1.159 -6.034  0.4145
H 6.552 -2.498 -5.927  0.5185
H 6.002 0.104 -4.957  0.1544
H 7.509 -1.448 -3.772  0.3887
H 6.102 -2.426 -3.648  0.4153
H 6.241 -1.097 -1.624  0.4652
H 4.768 -0.556 -2.531  -0.0801
H 5.967 2.467 -1.591  0.0654
H 6.383 1.100 -0.645  0.5129
H 4.687 1.322 -1.321  0.0707
C -2.090 -5.701 -2.846  -0.2626
O -0.658 -5.933 -2.983  -0.3646
C -0.305 -7.237 -2.516  -0.7013
C -0.120 -7.257 -1.044  -0.4691
N 0.841 -6.217 -0.599  -0.3851
C 0.814 -6.044 0.837  -0.1950
C 1.634 -4.833 1.179  -0.9404
O 0.900 -3.740 0.793  0.2954
C 1.238 -2.422 1.270  -0.5313
H -2.448 -6.135 -1.922  0.3403
H -2.614 -6.040 -3.805  0.2813
H -2.222 -4.629 -2.823  -0.1785
H 0.588 -7.498 -3.065  0.3907
H -1.108 -7.959 -2.760  0.3940
H 0.250 -8.270 -0.939  0.3249
H -1.099 -7.204 -0.510  0.2261
H 0.602 -5.422 -1.129  0.3223
H 1.319 -6.898 1.355  0.3769
H -0.195 -5.880 1.179  0.0655
H 2.673 -4.921 0.720  0.2470
H 1.690 -4.789 2.266  0.5147
H 2.317 -2.323 1.362  0.5762
H 0.903 -2.221 2.318  0.2023
H 0.816 -1.678 0.577  -0.3627
C 0.685 1.515 -0.483  -1.0737
C -0.386 0.966 0.458  0.6876
C -1.322 2.045 0.926  -0.2633
O -1.124 -0.108 -0.184  1.7506
H 1.327 0.634 -0.834  -0.2913
H 1.372 2.153 0.033  0.6871
H 0.212 2.025 -1.250  -0.2138
H 0.121 0.448 1.317  0.1273
H -2.049 2.342 0.123  -0.2018
H -0.903 3.001 1.243  0.1616
H -1.903 1.617 1.730  -0.2290
H -1.768 0.243 -0.850  -0.8316

As for the orbital gap: 8.710 eV. The calculation puts the HOMO energy at -8.013 eV. As for the SMILES: COCCNCCOC.COCCNCCOC.COCCNCCOC.COCCNCCOC.COCCNCCOC.COCCNCCOC.COCCNCCOC.COCCNCCOC.COCCNCCOC.CC(C)O. The value obtained for the LUMO energy is 0.026 hartree. The value obtained for the energy relative to the best compared isomer or geometry (same formula, charge and spin) is 84.8 kcal per mole.

***

Record 2
Below is a structure of composition C12H8Cl3N3Se2Sn, with properties calculated with ωB97M-V/def2-TZVPD.

Last column: natural (NBO) charge in e.
CARTESIAN COORDINATES (ANGSTROEM)
Sn 0.074 0.072 0.097  1.5756
Se 2.365 -0.336 3.173  0.2906
Se 2.497 -1.888 1.450  0.2602
C 3.225 -0.684 0.147  0.0237
C 4.544 -0.741 -0.249  -0.2240
C 4.968 0.148 -1.234  -0.0822
C 4.063 1.043 -1.785  -0.2121
C 2.759 1.027 -1.329  0.0630
N 2.355 0.176 -0.375  -0.6611
C 0.463 -0.332 3.397  0.0352
C -0.023 -0.453 4.685  -0.2305
C -1.392 -0.385 4.903  -0.0737
C -2.240 -0.233 3.817  -0.2238
C -1.686 -0.151 2.559  0.0528
N -0.353 -0.180 2.344  -0.6743
H 5.218 -1.456 0.200  0.2657
H 5.999 0.139 -1.564  0.2627
H 4.358 1.735 -2.561  0.2667
H 2.015 1.705 -1.733  0.2243
H 0.667 -0.616 5.502  0.2651
H -1.790 -0.469 5.906  0.2624
H -3.313 -0.183 3.938  0.2638
H -2.320 -0.050 1.691  0.2270
Cl -5.767 -1.783 -0.292  0.1266
C -5.253 -0.120 -0.523  -0.2549
Cl -5.929 0.571 -1.971  0.1501
Cl -5.647 0.863 0.903  0.0918
C -3.779 -0.119 -0.622  0.3635
N -2.633 -0.120 -0.672  -0.4343

As for the orbital gap: 6.915 eV. The calculation puts the HOMO energy at -15.356 eV. Its total charge is +2. The value obtained for the LUMO energy is -0.310 hartree. The value obtained for the energy relative to the best compared isomer or geometry (same formula, charge and spin) is 5.1 kcal per mole.

***

Record 3
Below is an isolated molecule of C3H9PS, with properties calculated with ωB97M-V/def2-TZVPD.

Last column: natural (NBO) charge in e.
CARTESIAN COORDINATES (ANGSTROEM)
C -0.330 -2.169 -1.894  -0.7234
S -1.145 -2.017 -0.248  0.0014
P 0.250 -0.635 0.583  0.4138
C -0.071 0.243 2.156  -0.8697
C 1.854 -0.367 -0.210  -0.8977
H 0.509 -2.835 -1.838  0.2103
H -1.030 -2.652 -2.572  0.2324
H -0.037 -1.179 -2.287  0.2235
H -0.620 -0.370 2.881  0.2393
H 0.852 0.588 2.612  0.2428
H -0.665 1.118 1.933  0.2220
H 1.851 0.578 -0.772  0.2216
H 2.107 -1.223 -0.876  0.2474
H 2.637 -0.336 0.578  0.2362

As for the orbital gap: 6.819 eV. The calculation puts the HOMO energy at -6.143 eV. As for the SMILES: CSP(C)C. The value obtained for the LUMO energy is 0.025 hartree. The value obtained for the energy relative to the best compared isomer or geometry (same formula, charge and spin) is 47.1 kcal per mole.